This record from OMol25 describes 3 unconnected molecules or ions with the total composition C6H18O2. The level of theory is the ωB97M-V functional and the def2-TZVPD basis.

Calculated values
Energy above the lowest of the compared OMol25 structures with the same formula, charge and spin: 50.94 kcal per mole
HOMO energy: -10.2 eV
E_LUMO: 0.55 eV
DFT total energy: -10606.739 eV
SMILES: CCCCCC.O.O
Gap between HOMO and LUMO: 0.395 Ha

```
! wB97M-V def2-TZVPD RIJCOSX def2/J DEFGRID3
* xyz 0 1
C 1.082 -0.089 1.839
C 0.198 0.646 0.829
C 0.937 1.186 -0.450
C 1.956 0.208 -1.016
C 1.300 -0.975 -1.705
C 0.192 -0.589 -2.738
H 0.665 0.089 2.892
H 1.009 -1.087 1.823
H 2.123 0.238 1.715
H -0.593 -0.011 0.374
H -0.293 1.548 1.483
H 0.084 1.552 -1.137
H 1.384 2.157 -0.097
H 2.650 0.035 -0.229
H 2.550 0.856 -1.629
H 2.064 -1.611 -2.353
H 0.890 -1.620 -0.932
H 0.479 0.232 -3.357
H -0.740 -0.302 -2.241
H 0.004 -1.483 -3.290
O -2.234 -1.365 1.190
H -2.039 -1.360 0.240
H -1.350 -1.435 1.309
O -2.524 1.136 1.619
H -2.501 1.433 0.697
H -2.306 0.280 1.719
*
```

---

This record from OMol25 describes 2 unconnected molecules or ions with the total composition C3H11NOS2. The level of theory is the ωB97M-V functional and the def2-TZVPD basis.

Calculated values
Energy above the lowest of the compared OMol25 structures with the same formula, charge and spin: 49.92 kcal per mole
HOMO energy (spin up / spin down): 0.0 / -3.7 eV
Expectation value of S²: 0.753
E_LUMO (spin up / spin down): 2.84 / 2.83 eV
DFT total energy: -28495.514 eV
Gap between HOMO and LUMO (spin up / spin down): 0.104 / 0.240 Ha

```
! wB97M-V def2-TZVPD RIJCOSX def2/J DEFGRID3
* xyz -1 2
S -3.094 -1.273 1.380
S -1.281 -2.082 0.605
C -0.162 -1.140 1.792
C 1.394 -0.775 1.483
C 1.393 0.049 0.201
N 2.809 0.539 -0.072
H -3.763 -0.842 0.330
H -0.261 -1.718 2.741
H -0.704 -0.104 1.822
H 2.097 -1.703 1.508
H 1.735 0.029 2.316
H 0.901 1.135 0.447
H 0.897 -0.465 -0.712
H 2.882 0.554 -1.137
H 3.392 -0.186 0.277
H -3.201 2.942 -3.750
H -2.117 2.201 -4.571
O -2.917 2.840 -4.662
*
```

---

This record from OMol25 describes a molecular structure, C18H36CuO33S8. The level of theory is the ωB97M-V functional and the def2-TZVPD basis.

Calculated values
HOMO energy (spin up / spin down): -4.6 / -7.9 eV
Expectation value of S²: 2.003
E_LUMO (spin up / spin down): 1.64 / -0.17 eV
DFT total energy: -218128.927 eV
Gap between HOMO and LUMO (spin up / spin down): 0.229 / 0.283 Ha

```
! wB97M-V def2-TZVPD RIJCOSX def2/J DEFGRID3
* xyz -1 3
Cu -0.299 -0.686 2.568
S -0.322 -0.280 -0.035
O -0.588 -0.938 -1.307
O 0.744 -0.960 0.750
O 0.051 1.100 -0.092
O -1.442 -0.257 0.831
C -4.127 0.560 4.497
C -3.197 0.390 5.698
C -2.448 -0.826 5.178
O -2.252 -0.624 3.756
C -3.347 0.125 3.212
H -4.398 1.615 4.458
H -5.082 0.045 4.601
H -3.822 0.086 6.537
H -2.547 1.249 5.862
H -2.967 -1.779 5.284
H -1.510 -0.941 5.720
H -4.019 -0.419 2.549
H -2.913 1.025 2.776
C -1.406 2.369 -2.653
C -2.464 1.301 -2.330
O -3.723 1.891 -2.791
S -3.416 2.853 -4.118
O -4.274 3.986 -4.153
O -3.223 2.127 -5.365
O -1.966 3.328 -3.517
H -0.627 1.912 -3.263
H -0.878 2.903 -1.862
H -2.401 1.188 -1.248
H -2.228 0.309 -2.718
C 2.386 -0.376 -3.508
C 2.465 -1.656 -4.369
O 3.733 -2.159 -4.076
S 4.207 -1.909 -2.570
O 5.573 -1.398 -2.405
O 3.850 -2.965 -1.581
O 3.135 -0.671 -2.358
H 1.395 -0.105 -3.143
H 2.770 0.429 -4.134
H 2.413 -1.582 -5.455
H 1.774 -2.442 -4.063
C 3.887 -1.296 1.513
C 4.574 -2.088 2.651
O 5.809 -1.539 2.856
S 6.370 -0.622 1.542
O 7.499 -1.334 0.942
O 6.661 0.733 2.031
O 4.989 -0.778 0.766
H 3.175 -0.487 1.677
H 3.377 -2.014 0.872
H 4.692 -3.163 2.517
H 3.917 -2.072 3.521
C -0.097 4.250 0.991
C -1.104 4.736 2.031
O -1.300 6.067 1.849
S 0.068 6.734 1.202
O 1.163 6.664 2.178
O -0.166 7.980 0.424
O 0.208 5.417 0.246
H -0.323 3.408 0.337
H 0.904 4.021 1.355
H -0.759 4.522 3.042
H -2.064 4.309 1.741
C 4.198 2.040 -0.975
C 2.778 1.850 -0.313
O 2.948 2.216 0.996
S 4.094 3.348 1.166
O 4.741 3.395 2.460
O 3.497 4.593 0.687
O 5.013 2.526 0.103
H 4.274 2.638 -1.883
H 4.564 1.027 -1.139
H 2.640 0.777 -0.448
H 2.017 2.436 -0.828
C -5.005 -2.089 -1.786
C -4.148 -1.469 -0.661
O -4.438 -2.095 0.524
S -5.366 -3.467 0.332
O -6.763 -3.266 0.626
O -4.712 -4.680 0.719
O -5.304 -3.405 -1.308
H -4.501 -2.207 -2.745
H -5.930 -1.545 -1.977
H -4.404 -0.409 -0.668
H -3.076 -1.427 -0.857
C -0.851 -3.932 -2.056
C 0.365 -3.946 -1.160
O 0.781 -5.254 -1.016
S 0.134 -6.192 -2.201
O -0.908 -6.942 -1.510
O 1.217 -6.879 -2.931
O -0.459 -4.918 -2.930
H -1.045 -2.960 -2.510
H -1.719 -4.128 -1.428
H 0.092 -3.557 -0.179
H 1.186 -3.343 -1.549
*
```

---

This record from OMol25 describes 6 unconnected molecules or ions with the total composition C49H91IN3O17. The level of theory is the ωB97M-V functional and the def2-TZVPD basis.

Calculated values
HOMO energy: -10.1 eV
E_LUMO: -4.12 eV
DFT total energy: -99647.228 eV
Gap between HOMO and LUMO: 0.221 Ha

```
! wB97M-V def2-TZVPD RIJCOSX def2/J DEFGRID3
* xyz 1 1
C 8.423 5.480 -0.634
C 7.271 5.817 -0.723
C 5.796 6.028 -0.981
C 4.997 4.644 -0.852
C 5.295 4.227 0.625
C 4.279 3.218 1.284
N 4.010 3.446 2.699
C 3.548 5.109 -1.224
C 2.857 6.420 -0.891
C 1.515 6.309 -0.115
C 1.663 5.711 1.324
O 1.067 7.662 0.041
C -0.277 7.725 0.538
C -0.221 8.365 1.952
C 0.925 9.058 2.419
C 1.016 9.614 3.704
C -0.071 9.499 4.601
C -1.226 8.825 4.160
C -1.296 8.264 2.866
N 2.989 4.186 -1.946
N 1.690 4.345 -2.463
C 0.895 3.480 -2.020
O 0.136 2.643 -1.786
C 3.804 2.971 -2.242
O 3.608 1.906 -1.345
C 3.523 2.300 -3.659
O 3.537 0.885 -3.540
C 2.245 0.300 -3.736
C 2.221 -1.038 -2.892
O 1.245 -1.029 -1.866
C 1.744 -0.601 -0.612
C 1.318 -1.501 0.582
O -0.037 -1.934 0.545
C -0.833 -1.057 1.361
C -2.321 -1.310 0.932
C 5.225 3.590 -2.001
C 6.091 3.982 -3.236
C 6.935 2.740 -3.703
O 6.644 2.048 -4.609
I 8.757 2.409 -2.534
H 9.475 5.348 -0.863
H 5.612 6.449 -1.986
H 5.467 6.703 -0.168
H 5.294 5.134 1.267
H 6.303 3.776 0.724
H 4.745 2.209 1.221
H 3.312 3.127 0.756
H 4.790 3.200 3.296
H 3.648 4.373 2.893
H 2.611 6.896 -1.872
H 3.488 7.144 -0.352
H 0.729 5.722 -0.629
H 0.682 5.500 1.793
H 2.212 6.445 1.941
H 2.172 4.732 1.228
H -0.799 8.477 -0.094
H -0.806 6.756 0.539
H 1.780 9.136 1.735
H 1.932 10.142 3.997
H 0.023 9.966 5.590
H -2.059 8.757 4.875
H -2.227 7.742 2.603
H 4.446 1.454 -1.189
H 2.525 2.568 -4.073
H 4.261 2.560 -4.439
H 2.092 -0.002 -4.789
H 1.409 0.906 -3.332
H 1.947 -1.865 -3.581
H 3.247 -1.273 -2.537
H 2.856 -0.529 -0.573
H 1.388 0.434 -0.376
H 2.042 -2.331 0.730
H 1.423 -0.868 1.497
H -0.693 -1.276 2.445
H -0.546 0.005 1.211
H -2.946 -1.606 1.794
H -2.701 -0.432 0.379
H -2.334 -2.166 0.226
H 5.891 2.852 -1.486
H 5.423 4.238 -4.082
H 6.817 4.792 -3.053
C -0.498 2.301 -5.848
O 0.552 2.714 -6.708
C 1.235 1.619 -7.310
C 0.781 1.396 -8.741
O -0.570 0.968 -8.796
C -1.467 2.015 -9.135
H -1.117 3.170 -5.626
H -1.125 1.535 -6.312
H -0.085 1.913 -4.909
H 1.105 0.708 -6.717
H 2.301 1.869 -7.312
H 1.390 0.598 -9.179
H 0.931 2.299 -9.341
H -1.399 2.231 -10.206
H -1.263 2.926 -8.567
H -2.479 1.681 -8.907
C -4.100 -6.812 3.279
O -3.278 -6.257 4.296
C -2.396 -5.261 3.806
C -2.907 -3.865 4.113
O -4.104 -3.581 3.397
C -5.265 -3.715 4.203
H -4.902 -7.375 3.757
H -4.547 -6.037 2.650
H -3.515 -7.496 2.657
H -2.227 -5.383 2.731
H -1.437 -5.404 4.315
H -2.156 -3.137 3.786
H -3.055 -3.732 5.190
H -5.353 -2.854 4.874
H -5.245 -4.634 4.794
H -6.133 -3.740 3.546
C 1.767 -4.533 3.315
O 2.846 -3.614 3.396
C 3.571 -3.733 4.614
C 4.861 -4.510 4.420
O 4.608 -5.867 4.094
C 4.749 -6.136 2.708
H 1.415 -4.559 2.283
H 2.069 -5.543 3.605
H 0.945 -4.199 3.958
H 2.954 -4.196 5.390
H 3.817 -2.718 4.941
H 5.416 -4.505 5.364
H 5.490 -4.035 3.660
H 5.811 -6.177 2.443
H 4.250 -5.381 2.095
H 4.297 -7.106 2.504
C -8.822 1.116 0.737
O -8.629 -0.253 0.424
C -7.594 -0.459 -0.529
C -6.309 -0.916 0.137
O -5.758 0.107 0.957
C -6.033 -0.096 2.335
H -9.441 1.175 1.631
H -7.875 1.625 0.934
H -9.343 1.619 -0.085
H -7.424 0.446 -1.121
H -7.937 -1.245 -1.208
H -5.571 -1.135 -0.642
H -6.472 -1.834 0.710
H -5.388 -0.888 2.730
H -7.079 -0.360 2.505
H -5.817 0.833 2.864
C -5.755 -10.457 2.355
O -4.688 -10.004 1.536
C -3.963 -11.073 0.942
C -4.365 -11.280 -0.507
O -5.705 -11.736 -0.616
C -6.611 -10.702 -0.967
H -6.401 -9.607 2.571
H -6.348 -11.229 1.859
H -5.362 -10.849 3.299
H -4.092 -11.996 1.516
H -2.904 -10.800 0.978
H -3.726 -12.058 -0.938
H -4.215 -10.364 -1.086
H -6.510 -10.464 -2.031
H -6.444 -9.798 -0.376
H -7.622 -11.061 -0.781
*
```

---

This record from OMol25 describes 3 unconnected molecules or ions with the total composition C18H35N2O. The level of theory is the ωB97M-V functional and the def2-TZVPD basis.

Calculated values
Energy above the lowest of the compared OMol25 structures with the same formula, charge and spin: 26.85 kcal per mole
HOMO energy: -0.4 eV
E_LUMO: 1.79 eV
DFT total energy: -24257.045 eV
Gap between HOMO and LUMO: 0.080 Ha

```
! wB97M-V def2-TZVPD RIJCOSX def2/J DEFGRID3
* xyz -1 1
C 3.156 -4.715 1.857
C 3.709 -3.279 2.231
C 2.648 -2.107 1.919
C 1.207 -2.395 2.493
C 0.066 -1.443 1.857
C -1.069 -2.360 1.221
C -2.444 -1.606 0.978
C -3.469 -1.686 2.181
C -3.783 -3.163 2.670
O -3.858 -4.090 1.566
C -3.646 -5.431 2.046
H 3.483 -5.516 2.583
H 3.350 -4.992 0.778
H 4.700 -3.023 1.712
H 3.941 -3.200 3.347
H 3.034 -1.185 2.473
H 2.657 -1.841 0.815
H 0.847 -3.450 2.350
H 1.272 -2.235 3.622
H -0.410 -0.786 2.654
H 0.531 -0.779 1.066
H -1.219 -3.251 1.893
H -0.705 -2.764 0.221
H -2.255 -0.509 0.732
H -2.932 -2.042 0.052
H -4.459 -1.278 1.786
H -3.180 -1.019 3.055
H -4.725 -3.160 3.304
H -2.935 -3.520 3.346
H -4.433 -5.734 2.799
H -3.690 -6.180 1.195
H -2.621 -5.548 2.516
C 1.612 0.467 -2.837
C 0.536 1.436 -2.361
C 1.033 2.391 -1.275
C 1.482 1.618 -0.078
N 1.831 1.010 0.849
H 1.952 -0.186 -2.030
H 1.222 -0.174 -3.631
H 2.478 1.007 -3.231
H -0.317 0.862 -1.987
H 0.181 2.020 -3.213
H 0.233 3.072 -0.977
H 1.868 2.991 -1.646
C -1.126 6.660 -3.346
C 0.248 6.974 -2.763
C 1.392 6.664 -3.732
C 1.388 5.211 -4.079
N 1.386 4.081 -4.344
H -1.234 5.596 -3.570
H -1.910 6.923 -2.634
H -1.300 7.224 -4.267
H 0.380 6.403 -1.840
H 0.287 8.033 -2.494
H 2.351 6.917 -3.275
H 1.288 7.249 -4.649
*
```

---

This record from OMol25 describes 3 unconnected molecules or ions with the total composition C12H25BFN2O8P. The level of theory is the ωB97M-V functional and the def2-TZVPD basis.

Calculated values
HOMO energy: -8.9 eV
E_LUMO: -0.92 eV
DFT total energy: -44892.679 eV
SMILES: CC(=O)N(B(F)P(=N)(O)O)C(C)=O.CCOC(C)=O.CCOC(C)=O
Gap between HOMO and LUMO: 0.292 Ha

```
! wB97M-V def2-TZVPD RIJCOSX def2/J DEFGRID3
* xyz 0 1
C -1.619 0.507 -2.034
C -1.167 -0.909 -1.385
O -2.083 -1.539 -0.796
N 0.228 -1.404 -1.542
B 0.788 -1.977 -0.283
F 1.683 -1.169 0.514
P 0.464 -3.759 0.406
N -1.019 -4.296 0.135
O 0.743 -3.776 2.101
O 1.507 -4.918 -0.348
C 0.355 -2.326 -2.699
C 1.365 -1.930 -3.890
O -0.299 -3.379 -2.843
H -2.397 0.934 -1.301
H -2.140 0.280 -3.020
H -0.706 1.180 -2.144
H -1.443 -4.477 1.059
H 0.164 -4.453 2.519
H 1.074 -5.136 -1.210
H 2.417 -1.731 -3.479
H 0.973 -1.002 -4.436
H 1.398 -2.803 -4.618
C -6.894 1.896 1.872
C -5.746 1.078 1.315
O -5.211 1.683 0.128
C -4.279 2.651 0.124
C -3.960 3.364 1.408
O -3.763 2.990 -0.917
H -6.572 2.895 2.167
H -7.331 1.402 2.743
H -7.671 2.024 1.114
H -4.960 0.901 2.054
H -6.115 0.095 1.018
H -4.571 4.265 1.479
H -2.905 3.644 1.394
H -4.102 2.753 2.298
C 3.676 0.798 1.379
C 4.827 -0.011 0.817
O 5.347 0.592 -0.377
C 6.271 1.570 -0.393
C 6.594 2.290 0.886
O 6.776 1.910 -1.439
H 3.991 1.802 1.667
H 3.250 0.304 2.255
H 2.892 0.917 0.627
H 5.620 -0.178 1.550
H 4.463 -0.999 0.527
H 5.976 3.186 0.958
H 7.646 2.579 0.863
H 6.464 1.682 1.779
*
```

---

This record from OMol25 describes a molecular structure, C4H9NO. The level of theory is the ωB97M-V functional and the def2-TZVPD basis.

Calculated values
Energy above the lowest of the compared OMol25 structures with the same formula, charge and spin: 96.52 kcal per mole
HOMO energy: -9.3 eV
E_LUMO: 0.92 eV
DFT total energy: -7828.134 eV
Gap between HOMO and LUMO: 0.375 Ha

```
! wB97M-V def2-TZVPD RIJCOSX def2/J DEFGRID3
* xyz 0 1
C 2.026 -0.008 -0.059
C -0.320 0.379 0.181
C -1.697 0.205 -0.612
C -0.913 -0.845 0.929
H 2.639 -0.169 -0.998
H 2.402 0.744 0.689
H 1.996 -0.988 0.389
H 0.714 1.438 -1.026
H -0.287 1.438 0.734
H -1.555 -0.492 -1.527
H -2.344 1.143 -0.911
H -0.583 -1.799 0.305
H -0.570 -0.913 2.011
N 0.783 0.317 -0.727
O -2.291 -0.453 0.623
*
```

---

This record from OMol25 describes 2 unconnected molecules or ions with the total composition C3H13N2O. The level of theory is the ωB97M-V functional and the def2-TZVPD basis.

Calculated values
Energy above the lowest of the compared OMol25 structures with the same formula, charge and spin: 46.60 kcal per mole
HOMO energy (spin up / spin down): -17.8 / -17.8 eV
Expectation value of S²: 0.754
E_LUMO (spin up / spin down): -7.87 / -14.05 eV
DFT total energy: -8328.883 eV
Gap between HOMO and LUMO (spin up / spin down): 0.364 / 0.137 Ha

```
! wB97M-V def2-TZVPD RIJCOSX def2/J DEFGRID3
* xyz 2 2
C -0.716 -0.707 1.454
O -0.652 -0.812 2.840
C 0.698 -0.902 0.920
N 0.653 -1.118 -0.582
H -1.191 0.219 1.106
H -1.324 -1.546 1.079
H -1.088 -0.086 3.298
H 1.356 -0.043 1.063
H 1.158 -1.753 1.418
H 0.228 -0.283 -1.041
H 0.121 -1.948 -0.869
H 1.617 -1.241 -0.909
C 0.439 2.206 -1.907
N -0.420 1.094 -2.230
H 1.289 2.235 -2.584
H 0.871 2.115 -0.894
H -0.173 3.125 -1.924
H -1.403 1.301 -2.007
H -0.367 0.786 -3.216
*
```